DFT (the ωB97M-V functional and the def2-TZVPD basis) results for 6 unconnected molecules or ions with the total composition C22H57N2O10S7Si at a distorted geometry.

The geometry in ORCA input format:
```
! RIJCOSX wB97M-V def2-TZVPD def2/J DEFGRID3
* xyz 1 1
C 1.01 -4.04 0.94
C 2.56 -3.67 1.28
C 2.72 -2.14 1.70
O 1.48 -1.55 2.24
C 0.95 -0.60 1.37
O 0.90 -0.72 0.11
C 0.29 0.75 1.95
S -1.22 1.29 1.02
N -2.10 -0.14 0.41
N -2.06 0.01 -1.01
C -3.54 0.05 0.81
C -4.36 -1.34 0.98
O -4.56 -2.06 -0.24
Si -3.44 -3.31 -0.57
C -4.48 -4.86 -1.09
C -2.31 -3.88 0.84
C -2.28 -2.98 -2.10
O 3.49 -4.14 0.27
C 3.38 -3.45 -0.96
O 2.45 -3.55 -1.77
C 4.61 -2.50 -1.40
S 4.12 -0.74 -1.70
H 1.08 -4.79 0.08
H 0.42 -3.15 0.57
H 0.53 -4.61 1.81
H 2.79 -4.28 2.23
H 3.46 -2.12 2.58
H 3.16 -1.46 0.90
H 0.13 0.70 3.09
H 1.08 1.58 1.80
H -1.67 -1.02 0.73
H -2.97 -0.30 -1.40
H -1.28 -0.52 -1.40
H -4.11 0.81 0.18
H -3.53 0.51 1.88
H -5.41 -0.98 1.32
H -3.96 -1.94 1.86
H -5.17 -4.47 -1.93
H -3.84 -5.68 -1.54
H -5.16 -5.21 -0.24
H -1.57 -4.65 0.41
H -2.95 -4.44 1.61
H -1.75 -3.07 1.41
H -2.31 -3.90 -2.79
H -2.57 -2.05 -2.69
H -1.19 -2.92 -1.73
H 4.94 -2.92 -2.42
H 5.52 -2.63 -0.72
H 4.23 -0.46 -3.05
C 0.20 2.72 -1.84
S 0.34 4.35 -1.08
O -0.99 5.03 -1.23
C 1.45 5.05 -2.32
H -0.49 2.12 -1.24
H -0.19 2.81 -2.86
H 1.18 2.24 -1.85
H 0.99 4.99 -3.31
H 2.39 4.49 -2.32
H 1.64 6.09 -2.06
C -4.29 3.36 3.01
S -5.04 2.03 3.97
O -5.44 0.95 3.01
C -6.53 2.94 4.42
H -3.35 3.00 2.59
H -4.96 3.65 2.20
H -4.09 4.21 3.66
H -7.06 3.26 3.53
H -6.26 3.80 5.03
H -7.17 2.28 5.01
C -2.70 -7.39 -4.50
S -2.82 -5.61 -4.83
O -4.08 -5.13 -4.18
C -3.15 -5.77 -6.60
H -2.53 -7.53 -3.43
H -3.62 -7.88 -4.79
H -1.85 -7.80 -5.06
H -4.05 -6.37 -6.76
H -2.29 -6.24 -7.08
H -3.30 -4.77 -7.01
C 4.40 1.28 0.71
S 3.98 1.91 2.35
O 2.64 2.57 2.24
C 5.23 3.21 2.38
H 3.71 0.48 0.46
H 4.30 2.08 -0.03
H 5.42 0.90 0.72
H 5.08 3.89 1.54
H 6.22 2.76 2.34
H 5.12 3.76 3.31
C 6.79 8.34 0.98
S 6.00 7.06 1.99
O 5.56 5.97 1.06
C 4.54 8.04 2.41
H 7.72 7.93 0.57
H 6.13 8.63 0.16
H 7.02 9.21 1.61
H 4.02 8.35 1.50
H 4.84 8.91 2.99
H 3.88 7.42 3.02
*
```

Computed properties:
relative energy (zero: lowest compared OMol25 entry of this formula, charge and spin): 0.0 kJ/mol
calculated total energy: -4810.668353 Eh

---

DFT (the ωB97M-V functional and the def2-TZVPD basis) results for 8 unconnected molecules or ions with the total composition C22H57N7O10 at a distorted geometry.

The geometry in ORCA input format:
```
! RIJCOSX wB97M-V def2-TZVPD def2/J DEFGRID3
* xyz 6 1
C -14.81 -16.98 -0.75
C -14.08 -15.64 -0.88
O -13.55 -15.23 -1.89
N -13.92 -14.85 0.40
H -14.00 -15.32 1.30
H -12.94 -14.66 0.30
C -14.57 -13.46 0.45
H -15.68 -17.15 -0.12
H -14.00 -17.70 -0.66
H -15.19 -17.07 -1.77
H -15.47 -13.46 1.06
H -14.76 -13.12 -0.57
H -13.79 -12.83 0.89
C -7.42 -12.95 -0.78
C -7.91 -11.65 -0.02
O -7.95 -10.57 -0.54
N -8.32 -11.75 1.41
H -9.24 -11.34 1.55
H -8.57 -12.71 1.57
C -7.34 -11.24 2.44
H -6.64 -13.61 -0.39
H -7.16 -12.67 -1.80
H -8.26 -13.61 -0.99
H -7.69 -10.25 2.76
H -6.33 -11.20 2.03
H -7.50 -11.87 3.31
C -8.35 -7.45 3.29
C -7.03 -7.37 2.61
O -6.68 -8.07 1.68
N -6.08 -6.21 3.19
H -6.59 -5.85 3.99
H -5.23 -6.63 3.53
C -5.88 -5.13 2.13
H -8.61 -8.50 3.17
H -9.17 -6.80 2.96
H -8.39 -7.23 4.36
H -6.66 -4.37 2.11
H -5.84 -5.61 1.15
H -4.93 -4.67 2.42
C -14.24 -7.28 0.14
C -15.07 -7.43 1.43
O -14.90 -8.29 2.29
N -16.16 -6.40 1.51
H -16.34 -6.08 2.45
H -15.94 -5.60 0.93
C -17.40 -7.02 0.81
H -14.77 -7.47 -0.78
H -13.39 -7.96 0.15
H -13.86 -6.26 0.06
H -17.59 -7.94 1.37
H -17.36 -7.13 -0.27
H -18.16 -6.27 1.01
C -14.70 -7.36 5.59
C -13.93 -8.63 5.50
O -14.22 -9.59 6.18
N -12.69 -8.64 4.58
H -12.78 -9.04 3.65
H -12.52 -7.66 4.42
C -11.52 -9.24 5.33
H -15.18 -7.37 6.56
H -15.56 -7.32 4.91
H -14.10 -6.45 5.56
H -11.58 -9.03 6.40
H -10.60 -8.88 4.88
H -11.72 -10.29 5.13
C -11.94 -13.37 4.64
C -13.23 -13.49 5.45
O -13.77 -12.54 5.99
N -13.86 -14.89 5.67
H -14.28 -15.20 4.80
H -13.06 -15.48 5.81
C -14.92 -15.07 6.82
H -11.13 -13.05 5.28
H -12.02 -12.60 3.87
H -11.71 -14.26 4.05
H -14.33 -15.03 7.74
H -15.38 -16.05 6.65
H -15.65 -14.27 6.74
C -9.90 -9.60 -3.49
C -10.13 -11.06 -3.00
O -9.42 -12.01 -3.39
N -11.50 -11.36 -2.30
H -11.43 -11.36 -1.29
H -12.15 -10.61 -2.46
C -12.14 -12.66 -2.78
H -8.97 -9.26 -3.04
H -10.68 -8.94 -3.13
H -9.81 -9.56 -4.58
H -11.49 -13.51 -2.55
H -12.30 -12.53 -3.85
H -13.07 -12.78 -2.23
O -12.59 -10.00 1.86
C -11.42 -10.47 1.49
O -11.11 -10.66 0.31
O -10.56 -10.55 2.40
H -13.07 -9.93 1.03
*
```

Computed properties:
relative energy (zero: lowest compared OMol25 entry of this formula, charge and spin): 218.3 kJ/mol
calculated total energy: -2005.575245 Eh